(1)
A gas-phase ion, C10H15N2 (charge +1) in a non-equilibrium geometry, computed with wB97M-V/def2-TZVPD.

Structure (XYZ):
```
27
Properties=species:S:1:pos:R:3:lowdin_charge:R:1
C -0.827 -2.929 1.643 -0.054
C -1.489 -1.876 2.224 -0.041
C -1.091 -0.601 1.921 -0.025
C -0.043 -0.439 1.053 -0.278
C 0.366 0.997 0.689 -0.203
C -0.802 1.556 -0.186 -0.126
C -0.882 0.857 -1.578 -0.130
C 0.495 0.460 -2.133 -0.119
N 1.487 1.388 -1.534 0.059
C 1.687 1.068 -0.088 -0.081
N 0.620 -1.425 0.476 0.115
C 0.206 -2.649 0.803 -0.122
H -1.113 -3.953 1.832 0.117
H -2.327 -2.046 2.886 0.122
H -1.621 0.239 2.350 0.128
H 0.433 1.621 1.579 0.148
H -0.739 2.644 -0.284 0.118
H -1.758 1.343 0.285 0.112
H -1.325 1.560 -2.285 0.118
H -1.479 -0.050 -1.514 0.123
H 0.509 0.530 -3.220 0.135
H 0.774 -0.563 -1.890 0.122
H 1.229 2.365 -1.676 0.186
H 2.374 1.272 -2.030 0.188
H 2.332 0.201 0.020 0.132
H 2.253 1.917 0.306 0.138
H 0.730 -3.485 0.349 0.117
```

Output
total charge: +1
SMILES string: c1ccc([C@@H]2CCC[NH2+]C2)nc1
2S+1: 1
LUMO energy: -3.104 eV
HOMO: -12.80 eV

***

(2)
3 unconnected molecules or ions with the total composition C17H23BO10S in a non-equilibrium geometry, computed with wB97M-V/def2-TZVPD.

Structure (XYZ):
```
52
Properties=species:S:1:pos:R:3:lowdin_charge:R:1
C -3.032 2.409 1.400 -0.147
S -1.707 2.645 0.092 0.729
O -1.350 4.133 0.177 -0.405
O -2.211 2.410 -1.315 -0.383
B -0.180 1.609 0.452 -0.298
C -0.073 -0.005 0.388 -0.096
C -1.472 -0.785 0.256 -0.166
O -1.436 -1.945 1.167 -0.109
C -0.537 -2.928 0.633 -0.236
O 0.591 -3.111 1.135 0.046
C 1.170 2.428 0.910 -0.122
C 1.021 2.561 2.520 -0.171
C 1.511 1.335 3.347 -0.026
C 1.350 1.387 4.882 -0.059
C 0.693 2.654 5.496 -0.085
C 0.229 3.878 4.678 -0.056
C 0.387 3.835 3.113 -0.010
H -2.613 1.986 2.375 0.085
H -3.780 1.650 0.953 0.076
H -3.605 3.382 1.566 0.086
H 0.705 -0.306 -0.405 0.142
H 0.387 -0.336 1.398 0.119
H -2.366 -0.164 0.587 0.111
H -1.575 -1.110 -0.846 0.145
H -0.913 -3.490 -0.302 0.154
H 1.221 3.446 0.393 0.113
H 2.109 1.844 0.618 0.119
H 1.955 0.430 2.825 0.101
H 1.709 0.487 5.479 0.090
H 0.557 2.653 6.632 0.084
H -0.261 4.811 5.114 0.088
H 0.023 4.711 2.463 0.108
O 2.934 3.004 -3.939 0.151
C 1.769 2.787 -4.109 -0.549
O 0.895 3.670 -4.666 0.066
C -0.319 2.967 -4.900 -0.127
C -0.251 1.841 -3.915 -0.132
O 1.147 1.625 -3.768 0.056
H -1.181 3.614 -4.735 0.138
H -0.330 2.617 -5.936 0.133
H -0.671 2.110 -2.942 0.098
H -0.747 0.939 -4.277 0.139
O -0.954 -5.000 -2.450 0.142
C -0.159 -5.791 -2.026 -0.551
O -0.317 -6.495 -0.872 0.058
C 0.711 -7.475 -0.835 -0.131
C 1.768 -6.887 -1.720 -0.131
O 1.018 -6.098 -2.634 0.068
H 1.062 -7.632 0.186 0.137
H 0.316 -8.417 -1.224 0.136
H 2.458 -6.237 -1.174 0.137
H 2.343 -7.650 -2.247 0.136
```

Output
SMILES string: CS(=O)(=O)B(CCOC=O)Cc1ccccc1.O=C1OCCO1.O=C1OCCO1
2S+1: 1
LUMO energy: -1.001 eV
HOMO: -8.94 eV

***

(3)
2 unconnected molecules or ions with the total composition C4H7FS2 in a non-equilibrium geometry, computed with wB97M-V/def2-TZVPD.

Structure (XYZ):
```
14
Properties=species:S:1:pos:R:3:lowdin_charge:R:1
C -0.341 1.584 1.506 0.031
C -0.052 1.689 0.218 -0.216
C 0.775 0.642 -0.575 -0.394
C -1.163 -1.266 -1.098 -0.486
F -2.170 -1.772 -1.684 0.073
S 1.087 -2.581 1.156 0.141
S -0.329 -0.048 -1.879 1.031
H -0.940 2.299 1.959 0.038
H -0.285 0.623 2.034 0.076
H -0.328 2.585 -0.155 0.053
H 1.172 -0.106 0.094 0.004
H 1.604 0.997 -1.176 0.070
H -0.582 -1.809 -0.360 -0.044
H 1.551 -2.838 -0.040 -0.376
```

Output
2S+1: 1
LUMO energy (alpha / beta): -1.113 / -2.558 eV
HOMO (alpha / beta): -8.14 / -6.99 eV

***

(4)
A molecular structure, C26H72AsF6O22S10 in a non-equilibrium geometry, computed with wB97M-V/def2-TZVPD.

Structure (XYZ):
```
137
Properties=species:S:1:pos:R:3:lowdin_charge:R:1
As 0.185 0.471 0.179 0.911
F 1.952 0.667 -0.082 -0.285
F 0.303 -1.308 0.158 -0.263
F -1.565 0.373 0.276 -0.249
F -0.001 2.279 0.169 -0.282
F 0.127 0.345 -1.613 -0.283
F 0.442 0.513 1.934 -0.254
O -0.854 8.613 1.215 -0.319
S -0.623 8.305 -0.219 0.687
O 0.627 7.710 -0.700 -0.316
O -1.932 7.361 -0.686 -0.283
C -1.649 6.231 -1.598 -0.234
C -1.126 5.046 -0.794 -0.075
C -0.948 9.773 -1.251 -0.112
H -0.864 6.517 -2.299 0.101
H -2.531 6.159 -2.234 0.113
H -0.283 5.320 -0.159 0.072
H -0.747 4.205 -1.375 0.045
H -1.850 4.704 -0.054 0.084
H -1.224 9.353 -2.218 0.065
H -0.045 10.380 -1.183 0.067
H -1.814 10.311 -0.867 0.067
O -2.066 -4.561 -3.079 -0.271
S -0.699 -4.162 -3.190 0.676
O 0.330 -4.830 -2.355 -0.319
O -0.196 -4.290 -4.759 -0.292
C 1.217 -4.213 -5.073 -0.238
C 1.686 -5.674 -5.051 -0.077
C -0.469 -2.325 -3.067 -0.089
H 1.792 -3.605 -4.375 0.104
H 1.292 -3.719 -6.042 0.114
H 2.772 -5.646 -5.136 0.069
H 1.364 -6.396 -5.801 0.076
H 1.574 -6.198 -4.102 0.070
H -1.019 -1.724 -3.792 0.068
H 0.598 -2.111 -3.121 0.038
H -0.590 -2.014 -2.030 0.034
O -0.912 -1.553 -6.568 -0.287
S -0.113 -0.327 -6.582 0.714
O -0.829 0.985 -6.428 -0.319
O 1.112 -0.503 -5.492 -0.302
C 1.816 0.663 -5.067 -0.248
C 2.661 0.141 -3.851 -0.052
C 0.991 -0.223 -8.140 -0.083
H 1.201 1.497 -4.728 0.106
H 2.517 1.008 -5.827 0.114
H 3.320 -0.654 -4.200 0.078
H 2.067 -0.191 -3.000 0.041
H 3.293 0.977 -3.552 0.080
H 0.337 -0.735 -8.846 0.051
H 1.966 -0.710 -8.101 0.062
H 1.102 0.813 -8.460 0.058
O -3.514 2.926 -4.942 -0.295
S -3.203 2.740 -3.547 0.676
O -3.814 3.750 -2.684 -0.307
O -3.594 1.163 -3.116 -0.240
C -3.542 0.846 -1.761 -0.332
C -4.972 0.755 -1.265 -0.054
C -1.360 2.687 -3.435 -0.096
H -2.997 1.604 -1.198 0.098
H -2.965 -0.062 -1.588 0.099
H -5.331 1.777 -1.148 0.075
H -5.094 0.078 -0.419 0.079
H -5.684 0.426 -2.022 0.079
H -1.143 2.001 -4.253 0.027
H -1.090 2.180 -2.509 0.033
H -0.872 3.643 -3.623 0.076
O 0.618 1.402 5.256 -0.329
S 1.610 2.492 5.259 0.703
O 1.691 3.584 6.238 -0.315
O 3.172 1.930 4.985 -0.272
C 3.198 0.724 4.167 -0.284
C 3.240 -0.455 5.042 -0.075
C 1.474 3.442 3.655 -0.093
H 4.072 0.786 3.520 0.130
H 2.268 0.659 3.602 0.088
H 2.379 -0.680 5.671 0.088
H 4.168 -0.489 5.613 0.091
H 3.188 -1.211 4.258 0.057
H 1.589 2.835 2.757 0.048
H 2.369 4.059 3.564 0.064
H 0.539 3.999 3.721 0.054
O 4.841 -1.964 1.697 -0.312
S 5.582 -1.836 0.446 0.687
O 6.939 -2.327 0.275 -0.293
O 4.726 -2.572 -0.804 -0.258
C 3.312 -2.325 -0.830 -0.285
C 2.654 -3.669 -0.595 -0.068
C 5.400 -0.088 -0.096 -0.101
H 2.929 -1.924 -1.768 0.101
H 2.905 -1.685 -0.047 0.084
H 2.482 -4.245 -1.504 0.061
H 1.663 -3.497 -0.174 0.058
H 3.233 -4.211 0.154 0.082
H 6.054 0.577 0.468 0.068
H 4.364 0.248 -0.051 0.042
H 5.673 -0.038 -1.150 0.065
C 2.336 -5.547 3.339 -0.255
S 0.900 -4.563 2.743 0.854
O -0.089 -4.552 3.925 -0.546
C 1.790 -2.983 2.777 -0.289
H 2.138 -6.612 3.218 0.042
H 2.363 -5.282 4.396 0.043
H 3.342 -5.304 2.999 0.045
H 1.233 -2.087 2.502 0.029
H 2.745 -2.901 2.258 0.022
H 1.966 -2.860 3.846 0.036
C -4.978 -4.618 1.020 -0.252
S -3.516 -3.787 1.727 0.807
O -2.592 -4.850 2.316 -0.539
C -2.720 -3.105 0.228 -0.244
H -5.408 -5.254 1.793 0.052
H -4.577 -5.138 0.150 0.042
H -5.684 -3.882 0.636 0.044
H -2.569 -3.955 -0.438 0.036
H -1.745 -2.726 0.532 0.021
H -3.173 -2.279 -0.321 0.044
C -1.221 -1.458 3.799 -0.237
S -2.552 -2.208 4.891 0.846
O -2.373 -3.730 4.771 -0.595
C -1.743 -1.797 6.549 -0.240
H -1.393 -1.675 2.744 0.033
H -0.305 -1.904 4.188 0.022
H -1.037 -0.413 4.047 0.003
H -1.373 -0.782 6.695 0.028
H -0.919 -2.480 6.759 0.045
H -2.442 -1.929 7.375 0.032
C -2.964 3.288 5.866 -0.268
S -2.689 1.761 4.910 0.815
O -3.870 0.788 4.893 -0.569
C -2.644 2.597 3.214 -0.206
H -3.830 3.888 5.585 0.052
H -2.093 3.944 5.871 0.051
H -3.087 2.923 6.885 0.043
H -3.561 3.186 3.175 0.040
H -2.681 1.880 2.394 0.040
H -1.834 3.323 3.144 0.036
```

Output
total charge: -1
2S+1: 1
LUMO energy: 1.401 eV
HOMO: -5.47 eV